No. 1
DFT (ωB97M-V with the def2-TZVPD basis set) results for a cluster of 11 separate species, C44H109N7O15S4 in total in a non-equilibrium geometry.

For the maximum force, the calculation gives 3.15 eV/Å. Its charge is 0. As for the multiplicity: 1. The calculation puts the HOMO energy at -8.0876 eV. The value obtained for the total energy is -4846.17684 a.u. The molar mass is 1104.66 g/mol. Its gap between HOMO and LUMO is 0.3118 hartree.

Positions of all 179 atoms, in Å:
C  7.81629  -2.55275  1.86431
C  7.04725  -2.14741  3.11311
C  5.57828  -2.58213  2.99391
O  5.00817  -1.92842  1.88017
C  3.60758  -1.75785  2.00221
N  7.67739  -2.82758  4.25884
H  7.44051  -2.15969  0.91633
H  7.78062  -3.63937  1.68780
H  8.90800  -2.49616  1.89331
H  7.12796  -1.08577  3.34747
H  5.01823  -2.42959  3.91970
H  5.58614  -3.66102  2.79524
H  3.22036  -2.71548  2.38316
H  3.17574  -1.58390  1.02282
H  3.33969  -1.07704  2.81579
H  8.68393  -2.91125  4.25978
H  7.36384  -3.79600  4.24878
C  0.95063  -4.97899  -0.31989
C  -0.20485  -5.66579  0.41572
C  -0.32879  -7.14796  0.06289
O  -1.47997  -7.71277  0.66298
C  -1.51298  -9.10225  0.31810
N  -0.33581  -5.31871  1.82519
H  1.01847  -3.91116  -0.11141
H  0.79774  -5.13622  -1.38862
H  1.94990  -5.35347  -0.07715
H  -1.10696  -5.14027  0.06782
H  0.53502  -7.69179  0.48335
H  -0.15393  -7.30567  -1.01073
H  -0.82916  -9.64508  0.98364
H  -1.33366  -9.16691  -0.75428
H  -2.46491  -9.50343  0.67504
H  -1.27381  -5.42075  2.18625
H  0.27181  -5.90165  2.39544
C  -2.62456  2.59252  2.81167
C  -2.92119  2.61592  4.30269
C  -2.49516  3.94587  4.90365
O  -1.11264  4.17761  4.73756
C  -0.77869  5.52254  5.09144
N  -4.23630  2.10949  4.71163
H  -2.90063  1.60449  2.43021
H  -1.55274  2.69076  2.67719
H  -3.26813  3.23251  2.20612
H  -2.22382  1.94567  4.83069
H  -2.91630  4.06117  5.91357
H  -3.01116  4.75764  4.36507
H  0.14332  5.79906  4.58511
H  -0.60141  5.53257  6.17086
H  -1.59752  6.19099  4.82565
H  -4.24384  2.17252  5.72997
H  -4.19354  1.10154  4.58163
C  -0.83755  -1.18757  -2.05296
C  -0.56914  0.01098  -1.13068
C  -1.81420  0.76752  -0.73392
O  -1.55387  1.86235  0.10936
C  -1.10679  3.05682  -0.47578
N  0.11415  -0.48707  0.07186
H  -1.29387  -1.93615  -1.39374
H  0.01672  -1.51048  -2.63568
H  -1.72005  -0.92204  -2.64813
H  0.09829  0.72841  -1.63196
H  -2.49869  0.09988  -0.20831
H  -2.29545  1.07734  -1.67249
H  -1.55082  3.29053  -1.44623
H  -0.01029  3.04227  -0.50860
H  -1.22188  3.85366  0.26482
H  0.29261  0.35741  0.60873
H  0.95248  -1.02970  -0.06643
C  -5.68315  -4.00516  -3.31123
C  -5.40620  -3.85253  -1.80321
C  -4.39528  -4.86751  -1.29517
O  -4.96218  -6.15320  -1.44630
C  -4.15884  -7.19408  -0.90839
N  -5.12374  -2.48369  -1.42189
H  -6.60048  -3.56703  -3.70535
H  -5.62103  -5.03925  -3.66180
H  -4.87717  -3.53465  -3.89313
H  -6.37800  -4.00702  -1.32214
H  -4.32534  -4.61512  -0.22824
H  -3.38866  -4.85653  -1.72224
H  -4.20117  -7.00870  0.16832
H  -3.11643  -7.28160  -1.22197
H  -4.64391  -8.13656  -1.15454
H  -4.16403  -2.25161  -1.65031
H  -5.70483  -1.83279  -1.93355
C  1.98388  1.12589  -5.66234
C  1.38916  2.51186  -5.58881
C  -0.07715  2.60221  -5.97689
O  -0.89132  1.75243  -5.15476
C  -2.28776  1.86854  -5.44541
N  1.44625  2.93512  -4.14743
H  1.69037  0.39611  -4.91532
H  3.06352  1.28419  -5.66736
H  1.73900  0.72169  -6.65199
H  1.99407  3.29711  -6.04469
H  -0.24245  2.16769  -6.97689
H  -0.54106  3.59316  -5.94885
H  -2.49695  2.90217  -5.73467
H  -2.83116  1.49722  -4.58681
H  -2.43723  1.30245  -6.36952
H  1.07872  3.88415  -4.15143
H  0.62715  2.51246  -3.70248
C  -0.51029  -0.51786  3.74835
C  0.13300  -1.88131  3.42131
C  0.10910  -2.93425  4.51960
O  0.87532  -2.67439  5.66235
C  2.21559  -2.32750  5.34653
N  -0.78382  -2.39633  2.35018
H  -1.58432  -0.46396  3.57184
H  -0.11544  0.31564  3.16788
H  -0.44077  -0.38106  4.83282
H  1.12051  -1.81305  2.95097
H  0.34030  -3.89187  4.02964
H  -0.95678  -3.04069  4.74315
H  2.50755  -3.05907  4.59132
H  2.81383  -2.29045  6.25700
H  2.40057  -1.30760  4.98643
H  -0.45828  -3.26084  1.91141
H  -0.94257  -1.57893  1.78618
C  3.81047  6.47615  -2.56928
C  2.86209  7.61674  -3.01856
C  1.54384  7.48989  -2.21155
S  1.28304  5.69784  -2.02806
O  0.35526  5.37469  -3.06940
O  0.87885  5.35827  -0.67590
C  3.02457  5.15081  -2.46508
H  4.27354  6.75094  -1.61564
H  4.73498  6.33262  -3.13163
H  2.56401  7.56235  -4.06660
H  3.39411  8.54890  -2.84303
H  0.70044  7.92270  -2.73579
H  1.81720  7.87077  -1.22807
H  2.93079  4.73448  -3.46308
H  3.27545  4.36557  -1.75808
C  -1.49085  -6.23273  -3.74970
C  -0.12933  -6.89384  -4.01496
C  0.67264  -6.04598  -5.03317
S  0.07226  -4.34895  -4.82893
O  -0.49434  -3.87766  -6.07645
O  1.04104  -3.59824  -4.08090
C  -1.28818  -4.72484  -3.73762
H  -1.94744  -6.68996  -2.87370
H  -2.18448  -6.42618  -4.57400
H  -0.09469  -7.91890  -4.37735
H  0.52668  -6.84531  -3.13912
H  0.43388  -6.44173  -6.01825
H  1.73539  -6.03248  -4.80977
H  -2.10886  -4.05038  -3.96221
H  -0.83989  -4.45441  -2.77652
C  -2.71752  6.74497  -1.20518
C  -4.01156  6.07160  -0.69473
C  -4.11092  6.27011  0.81676
S  -3.35098  7.88815  1.16089
O  -2.42589  7.72058  2.27138
O  -4.25636  9.00951  1.04538
C  -2.31178  7.95753  -0.35949
H  -2.99536  7.03343  -2.22675
H  -1.89364  6.09111  -1.49398
H  -3.86526  5.00311  -0.85595
H  -4.94634  6.40990  -1.13595
H  -3.53270  5.50079  1.33100
H  -5.05947  6.26735  1.35483
H  -1.24582  8.07245  -0.19054
H  -2.66658  8.86395  -0.85007
C  3.67849  2.31999  4.11041
C  2.27124  2.90051  4.01214
C  2.34395  4.11344  3.06978
S  3.28450  3.41144  1.60071
O  4.30040  4.31803  1.10213
O  2.38741  2.75370  0.68912
C  4.15234  2.16675  2.66480
H  3.76465  1.40518  4.69387
H  4.20765  3.08962  4.68111
H  1.92184  3.18407  5.00459
H  1.55345  2.20180  3.57368
H  3.01951  4.84418  3.51516
H  1.43693  4.54346  2.65590
H  5.23149  2.18290  2.50221
H  3.95770  1.15259  2.30734


No. 2
DFT (ωB97M-V with the def2-TZVPD basis set) results for a structure of composition C22H30BrN5O2Pt in a non-equilibrium geometry.

For the maximum force, the calculation gives 3.98 eV/Å. Its energy relative to the best compared isomer or geometry (same formula, charge and spin) is 34.4 kcal/mol. Its charge is +2. As for the multiplicity: 1. The calculation puts the HOMO energy at -12.8026 eV. The value obtained for the total energy is -3973.34467 a.u. The molar mass is 671.50 g/mol. Its gap between HOMO and LUMO is 0.2039 hartree.

Positions of all 61 atoms, in Å:
Pt  -0.05061  -1.08426  -0.03003
O  -0.34041  4.46644  -0.70813
C  0.44829  4.33254  0.39517
C  0.80109  5.42174  1.18147
C  1.58209  5.24084  2.30727
C  1.99959  3.96954  2.66247
C  1.65779  2.87864  1.87947
C  0.89929  3.05344  0.73617
C  0.57009  1.89684  -0.21843
O  1.26079  0.76764  -0.02473
N  -0.88511  1.71134  -0.18363
N  -1.43971  0.53724  -0.06843
C  -2.73171  0.37104  -0.04503
C  -3.37411  -0.86796  0.18287
Br  -2.25411  -2.35156  0.69307
C  -4.71441  -1.12796  0.16877
C  -5.77371  -0.30566  -0.32493
C  -7.06991  -0.53226  0.17937
C  -8.12601  0.24644  -0.23593
C  -7.92761  1.24394  -1.18453
C  -6.66621  1.44294  -1.73473
C  -5.60091  0.67544  -1.31963
H  -0.48551  5.40554  -0.88933
H  0.46329  6.40764  0.89877
H  1.86039  6.09304  2.90647
H  2.59039  3.82354  3.55117
H  1.98619  1.88614  2.14787
H  0.76679  2.30264  -1.23913
H  -1.45141  2.55224  -0.29563
H  -3.38751  1.23424  -0.12983
H  -5.03801  -2.07046  0.58977
H  -7.22031  -1.30326  0.91987
H  -9.10961  0.07784  0.16987
H  -8.75251  1.85824  -1.50763
H  -6.52111  2.19314  -2.49893
H  -4.64531  0.78074  -1.81143
N  3.85619  -2.97686  1.49367
C  4.42349  -3.50346  0.23027
C  5.08379  -2.36336  -0.55013
C  4.06649  -1.30586  -0.96523
N  3.55369  -0.63726  0.26227
C  2.91889  -1.92086  -1.75863
C  2.28019  -3.16546  -1.13353
N  1.32589  -2.81766  -0.05903
C  3.33299  -4.15636  -0.62363
H  4.62509  -2.66926  2.08647
H  3.41579  -3.74026  2.00587
H  3.37159  -1.43196  0.93947
H  5.18899  -4.26456  0.43177
H  5.54419  -2.78066  -1.44333
H  5.88409  -1.91576  0.04007
H  4.55309  -0.55746  -1.59403
H  2.69389  -0.05826  0.08537
H  4.26569  -0.03206  0.67217
H  3.30699  -2.20116  -2.73783
H  2.13409  -1.17596  -1.92073
H  1.70179  -3.65316  -1.92433
H  1.83629  -2.73546  0.82147
H  0.66969  -3.58876  0.04677
H  3.81229  -4.63706  -1.47633
H  2.83479  -4.93876  -0.04843


No. 3
DFT (ωB97M-V with the def2-TZVPD basis set) results for a cluster of 4 separate species, C14H22N4O3S in total.

For the maximum force, the calculation gives 0.69 eV/Å. Its energy relative to the best compared isomer or geometry (same formula, charge and spin) is 116.3 kcal/mol. Its charge is 0. As for the multiplicity: 1. The calculation puts the HOMO energy at -8.1199 eV. The value obtained for the total energy is -1389.48684 a.u. The molar mass is 326.42 g/mol. Its gap between HOMO and LUMO is 0.3153 hartree.

Positions of all 44 atoms, in Å:
C  6.21601  2.78292  -3.67369
C  4.86325  3.22045  -4.22136
N  4.25479  2.15219  -5.01421
O  3.55237  1.25333  -4.15806
S  1.90607  1.44689  -4.06706
O  1.60147  0.88861  -2.77733
O  1.76343  3.05017  -3.92728
H  6.76763  3.64753  -3.30884
H  6.79517  2.27475  -4.43911
H  6.06938  2.10337  -2.83733
H  4.22292  3.42918  -3.36308
H  4.95054  4.11093  -4.83879
H  3.62805  2.50667  -5.72746
H  2.06620  3.32377  -3.04634
N  1.97212  -1.93382  0.65012
C  1.38665  -1.00389  -0.16384
C  0.24866  -0.56720  0.45966
C  0.14622  -1.26418  1.69729
C  1.22691  -2.10133  1.78460
H  2.82360  -2.42189  0.44347
H  1.82385  -0.72784  -1.10598
H  -0.43065  0.17342  0.06997
H  -0.62824  -1.15820  2.43968
H  1.52591  -2.79393  2.55211
N  -2.77213  0.60196  2.52903
C  -2.30795  1.88042  2.38524
C  -2.61856  2.56768  3.52772
C  -3.29545  1.66568  4.39409
C  -3.37425  0.46091  3.74868
H  -2.68816  -0.12514  1.84297
H  -1.79708  2.18923  1.48968
H  -2.38575  3.60096  3.72252
H  -3.67960  1.87779  5.37751
H  -3.80360  -0.47949  4.04927
N  -3.02365  -3.13965  1.10488
C  -4.26932  -2.67363  0.78232
C  -5.18780  -3.57793  1.24495
C  -4.46587  -4.63071  1.87000
C  -3.13367  -4.32958  1.76764
H  -2.15836  -2.67746  0.88682
H  -4.39671  -1.74400  0.25372
H  -6.25690  -3.49519  1.14592
H  -4.87788  -5.50721  2.34086
H  -2.25965  -4.85652  2.10906


No. 4
DFT (ωB97M-V with the def2-TZVPD basis set) results for a cluster of 11 separate species, C31H59N5O18 in total in a non-equilibrium geometry.

For the maximum force, the calculation gives 2.16 eV/Å. Its energy relative to the best compared isomer or geometry (same formula, charge and spin) is 0.0 kcal/mol. Its charge is 0. As for the multiplicity: 1. The calculation puts the HOMO energy at -9.8331 eV. The value obtained for the total energy is -2844.58501 a.u. The molar mass is 789.83 g/mol. Its gap between HOMO and LUMO is 0.3738 hartree.

Positions of all 113 atoms, in Å:
C  1.70914  -4.43228  -2.53516
O  1.60211  -4.18585  -1.14409
C  1.46596  -2.81395  -0.85814
C  1.12554  -2.66310  0.65688
O  1.79405  -1.52639  1.09147
C  1.76611  -1.12847  2.46054
C  2.72991  -1.96349  3.27656
O  4.09028  -1.88702  2.91982
C  4.58455  -0.58924  2.76440
H  1.23140  -3.65036  -3.12559
H  1.36167  -5.43711  -2.76975
H  2.77469  -4.45806  -2.80345
H  0.66694  -2.37029  -1.45440
H  2.40177  -2.25761  -0.97027
H  1.48342  -3.60309  1.09342
H  0.03554  -2.58255  0.71889
H  0.76062  -1.26034  2.86806
H  2.08314  -0.08926  2.42797
H  2.47839  -3.02747  3.24181
H  2.58318  -1.77861  4.35214
H  4.19483  -0.14268  1.83644
H  5.66866  -0.57596  2.66749
H  4.28948  0.10599  3.56119
C  1.25809  0.79896  -1.54741
O  0.36076  1.05691  -0.47271
C  -0.75478  0.36208  -0.33573
O  -1.11809  -0.63653  -0.89048
O  -1.40492  0.89970  0.69665
C  -2.43609  0.15554  1.29541
H  2.18368  1.33052  -1.31843
H  0.83812  1.35562  -2.38957
H  1.46573  -0.24989  -1.73293
H  -2.10339  -0.68679  1.91651
H  -3.17315  -0.27466  0.61951
H  -2.87837  0.75532  2.08784
C  0.19633  4.04808  -5.66601
O  -0.22368  3.21330  -4.60306
C  -1.20744  3.60297  -3.82800
O  -1.51890  4.73320  -3.58036
O  -1.73319  2.50958  -3.25599
C  -2.62592  2.73354  -2.18404
H  0.93319  4.76138  -5.29665
H  -0.63017  4.53174  -6.18259
H  0.71098  3.48775  -6.44800
H  -3.63857  2.84262  -2.58002
H  -2.45815  3.62430  -1.57565
H  -2.60631  1.87502  -1.51675
C  -4.90174  -0.60135  4.94087
O  -3.83636  -1.23949  4.24446
C  -3.35804  -2.39225  4.67542
O  -3.56907  -2.82872  5.77940
O  -2.53445  -2.90821  3.75688
C  -2.14044  -4.25184  4.03028
H  -5.49032  -1.33221  5.49477
H  -5.56655  -0.18687  4.18847
H  -4.49633  0.13684  5.62591
H  -2.50408  -4.77806  4.90667
H  -1.05238  -4.35342  4.08901
H  -2.39390  -4.79393  3.11572
C  -2.93336  3.43007  2.28115
O  -3.08758  2.68163  3.48723
C  -3.11754  3.43966  4.58860
O  -3.22062  4.62845  4.63682
O  -3.03887  2.62756  5.62139
C  -2.83303  3.17570  6.92212
H  -3.66683  4.23411  2.31335
H  -3.15642  2.83149  1.40216
H  -1.91065  3.77889  2.16234
H  -2.29500  4.12026  6.83973
H  -2.26105  2.45154  7.49121
H  -3.80936  3.37782  7.36245
C  -2.69825  -3.54991  -0.30798
O  -2.87327  -4.89092  -0.71485
C  -3.49822  -5.09402  -1.85431
O  -4.06267  -4.24143  -2.48800
O  -3.45814  -6.38090  -2.14898
C  -4.04402  -6.75609  -3.38896
H  -1.85329  -3.46120  0.36412
H  -3.60648  -3.15827  0.15848
H  -2.56289  -2.85035  -1.13450
H  -4.95162  -6.18797  -3.58960
H  -4.31008  -7.80644  -3.32777
H  -3.34294  -6.57495  -4.20146
C  0.54700  4.14213  0.14805
C  1.15556  3.44236  1.31232
N  1.56799  2.94060  2.25727
H  -0.44784  4.44455  0.46015
H  0.59500  3.55440  -0.75772
H  1.19559  5.02217  0.13390
C  4.85408  3.35556  1.44893
C  4.52321  3.26174  0.01950
N  4.29515  3.15231  -1.10082
H  4.54653  2.47380  1.99709
H  4.36905  4.25126  1.84038
H  5.90974  3.61696  1.52540
C  4.80274  -0.84681  -1.16090
C  4.17909  -0.84275  -2.48258
N  3.62518  -0.76662  -3.48439
H  4.89140  -1.86949  -0.79165
H  3.99354  -0.42404  -0.55344
H  5.75248  -0.32891  -1.11393
C  0.83793  0.12304  -5.03260
C  -0.38814  -0.03497  -5.79884
N  -1.34164  -0.17217  -6.41810
H  0.93919  -0.61053  -4.23726
H  0.88103  1.12253  -4.59748
H  1.77533  0.11390  -5.58985
C  3.65726  2.62515  -4.52785
C  5.12981  2.66968  -4.47123
N  6.27394  2.73520  -4.40712
H  3.34741  2.47205  -3.49225
H  3.29335  1.90557  -5.24745
H  3.35776  3.66306  -4.68788